# 1
# C67H100BBrN7PTeY

A structure of composition C67H100BBrN7PTeY at a distorted geometry (ωB97M-V/def2-TZVPD, the Open Molecules 2025 dataset).

Results
- net charge = +1

Element x y z (Å)
C: -5.53512 -0.06134 -1.78515
H: 4.30928 -0.51933 0.88736
H: -3.96934 2.98776 2.19422
C: -0.50199 2.85723 4.25248
H: 4.02524 -5.33538 -0.34824
H: -0.30425 -7.51972 0.03342
C: 3.33250 2.57582 2.54594
H: 2.04800 -4.52761 -1.76922
C: -2.59118 0.45106 4.67344
C: 3.69485 2.77951 -3.15362
C: -0.25481 -4.10552 0.35839
C: -2.39963 -4.45623 4.05674
H: -0.95113 -0.85087 2.68741
H: -5.45299 3.76052 2.75036
H: -5.07287 2.13091 3.28256
H: 5.90669 1.16377 -3.30880
H: -2.08335 -1.48221 -2.70662
H: -3.72666 -2.11446 -2.89017
H: -9.78553 2.37955 -0.90056
C: 3.38125 1.65160 -1.01768
H: -5.39107 -1.71303 3.76662
H: 4.71243 -0.77736 2.58368
C: 4.07089 1.77283 0.19971
C: 0.38993 -0.83383 -5.58230
C: 3.56074 -3.25149 -0.83211
H: 5.35617 -1.98671 -0.75305
C: -1.35243 -4.05308 3.01584
H: -5.23968 -0.13235 2.98125
H: -7.81405 1.20992 -1.84923
H: -2.87473 1.38638 5.15829
H: -0.34064 5.75369 2.92437
C: 0.02362 3.66790 3.27453
N: 2.09197 1.95441 -0.82768
H: -3.36369 -5.31996 -1.19629
H: -6.78587 -0.98028 2.97136
C: -1.07444 0.38144 4.46260
H: -0.75167 1.19440 6.46611
H: 5.96885 2.10698 -1.81739
H: 1.36853 5.33290 3.06001
C: 1.85747 -5.10187 0.93796
H: -2.82632 1.12771 -1.77665
H: 5.11747 1.59624 0.37952
H: 0.46858 -2.65429 -6.71018
H: -9.01877 3.96557 -0.97729
C: 0.37295 5.10962 3.44020
P: 2.20949 -2.47462 0.29840
C: -5.81714 -3.24524 1.59525
H: 0.69635 0.50451 5.72848
H: -5.05668 3.34450 -2.34114
C: -0.08330 -3.58770 3.73707
H: 0.50001 -2.94695 3.08650
C: -0.25645 4.94321 -0.72434
B: 0.87401 3.35770 0.88950
C: -1.26761 4.91109 -1.65618
H: 2.42309 -0.04825 -2.68366
H: 4.02202 -0.56352 -3.21872
H: -1.40526 -3.90027 -2.00007
H: -1.74096 -5.55414 -0.12264
H: -1.63101 5.74673 -2.22705
H: 1.58671 6.02172 -0.49638
C: -7.78806 2.44621 -0.10651
C: -1.70691 3.58237 -1.70121
H: 0.34160 5.35213 4.50023
H: 0.39009 -0.16697 -6.43132
Br: 0.29356 1.53660 -3.98471
H: 4.21010 3.61185 -2.67017
C: -3.43367 -4.56672 -1.97917
C: 0.42411 -3.00724 -4.58796
H: 0.34557 -1.11428 3.87035
H: -4.19527 3.24911 -0.79458
H: 0.36906 6.39505 0.72380
H: -2.86204 4.88952 -3.85969
C: 1.12167 -3.94359 0.65166
C: -3.84152 -1.74647 1.26345
H: 3.11283 0.57369 -4.19019
C: -2.99116 -2.35769 2.25525
C: 1.37396 -6.38398 0.76662
H: -0.75230 3.14775 5.25764
H: 2.40169 -0.55461 3.46809
N: 0.18502 2.90524 2.17264
C: -5.77396 2.27540 1.24595
H: -3.65646 3.46693 -4.53513
H: 2.13155 0.01319 1.81679
H: -4.44224 -4.15340 -1.95038
C: -5.34237 -1.78827 1.58999
H: 0.52027 -4.44958 4.02550
H: -1.27554 -1.74219 4.18813
H: 0.17400 6.99974 -0.92157
N: 1.94551 2.30496 0.48427
H: -2.26119 1.28225 -3.44719
C: 3.97631 1.46529 -2.39857
H: 3.41704 3.66308 2.62196
H: -5.85843 0.25434 -2.77766
Y: -0.07813 0.12891 -0.35405
H: -1.99915 -5.27897 4.65164
C: 4.49271 -4.35423 -0.32143
C: -0.69706 -5.41723 0.11994
H: 4.25002 2.13737 2.93305
H: -2.42526 -2.76690 -3.87792
H: -5.60730 -3.73433 0.64310
C: -6.00975 0.91988 -0.74921
H: 3.48204 -4.23466 -2.75648
C: -2.38619 -3.45265 -1.82387
C: 0.09726 -6.54010 0.25696
H: 3.90558 -1.12762 -1.27414
N: -0.21019 1.62195 2.40154
C: -5.70577 -1.11455 2.91058
C: -2.81731 3.80327 -3.92391
C: 2.09992 -0.86980 2.46612
C: 0.35433 -2.39263 -3.35164
H: 5.16465 -1.99402 1.39570
C: -5.28482 1.26258 0.39905
H: -4.14458 4.74006 -1.74064
C: 3.04527 -1.95501 1.93086
N: -1.00494 2.85100 -0.82935
Te: -3.28482 0.54733 0.86131
H: 4.03840 2.71447 -4.18733
H: -7.38874 3.61082 1.63922
H: 4.86738 -4.16214 0.68369
H: -2.62572 -3.63845 4.74290
C: -2.67027 -2.38395 -2.88588
H: -3.35295 -2.34706 3.27348
H: 2.62820 2.99323 -3.13946
C: -0.38341 0.38580 5.83511
H: 4.72278 -2.25207 -2.36299
C: -3.52306 -2.18611 -0.07957
H: -3.98174 1.38379 -3.10682
H: 2.36637 -3.61502 3.19515
H: 2.85587 -4.98065 1.32201
C: 3.34169 0.28431 -3.16541
C: -1.40199 -3.15473 0.57571
H: -4.31094 -2.11182 -0.81193
C: -0.61682 1.58426 3.67526
H: -5.87475 -1.27099 0.79291
C: 0.43476 -2.21034 -5.72467
H: 1.06574 -1.21290 2.51203
C: 4.39153 -1.27694 1.66559
H: -5.32211 -3.81422 2.38317
H: -5.97161 -1.04901 -1.61206
C: -2.89419 3.14961 -2.53685
H: -3.31965 -4.79796 3.58269
C: -1.88353 -3.08073 1.95971
C: -7.25301 1.50503 -0.96920
C: -7.01712 2.83439 0.98048
H: 0.45960 -4.08485 -4.65678
H: 0.30647 -2.96666 -2.43681
H: 2.29298 -2.94709 -2.55242
H: -6.89370 -3.27354 1.76884
H: -2.92491 -0.37670 5.30318
H: 1.99368 -7.24012 0.99843
H: 5.73037 0.35150 -1.74690
H: 4.04904 -3.74088 2.67963
C: 0.33923 -0.32930 -4.29494
N: -0.10738 3.69083 -0.24132
C: 4.43485 -2.07866 -1.32354
H: 2.48900 2.26562 3.16351
H: -4.45240 -0.14058 -1.78109
H: 3.59099 -2.57105 3.90590
H: -1.88757 3.53458 -4.42715
C: -2.99330 1.63661 -2.72559
C: 3.26352 -3.04619 2.97759
C: -0.71786 -0.91491 3.75173
H: -0.32948 -3.03081 4.64038
H: -0.57727 -0.55760 6.34909
H: 5.35722 -4.39616 -0.98825
C: -2.40626 -2.88151 -0.41577
N: 0.31594 -1.06703 -3.19581
C: -5.01762 2.81317 2.43371
H: -3.30547 -5.07572 -2.93738
H: -1.11044 -4.96300 2.46776
C: 2.78910 -3.77497 -2.04759
H: -9.61323 3.35785 0.56350
C: -9.12984 3.06633 -0.36773
C: -4.15425 3.65155 -1.80823
C: 5.48880 1.25806 -2.30601
H: 1.47483 4.35958 1.12141
H: -3.09488 0.38594 3.71013
C: 3.13409 2.19711 1.11975
C: 0.51862 6.15594 -0.32760

Löwdin atomic charge list, values in e, 8 entries:
1. C -0.0819
2. H 0.0433
3. H 0.0374
4. C 0.0255
5. H 0.0748
6. H 0.1127
7. C 0.0094
8. H 0.0830

=====

# 2
# C4H9NO

A structure of composition C4H9NO (ωB97M-V/def2-TZVPD, the Open Molecules 2025 dataset).

Results
- ΔE to the lowest compared entry with this formula, charge and spin (eV) = 4.9202

Element x y z (Å)
H: -1.76040 0.55636 2.17872
H: -1.49949 1.90213 0.25655
H: 1.76962 -0.18604 -0.91718
H: 0.87179 -1.71010 -2.22230
H: 1.39213 0.97641 0.25052
C: -0.82473 0.50748 1.62600
C: 0.28559 -0.84170 -0.33446
H: -1.81490 -0.37830 -0.12421
H: 0.06954 0.38853 2.23237
H: 0.46962 -1.78198 0.18390
O: 1.73779 0.05721 0.24212
C: -0.84770 -0.05171 0.25935
N: -0.65226 1.37974 0.45878
H: 0.16771 -0.00708 -2.31796
C: 0.64237 -0.77822 -1.71269

Löwdin atomic charge list, values in e, 8 entries:
1. H 0.1054
2. H 0.1015
3. H 0.1159
4. H 0.0456
5. H 0.0598
6. C -0.1267
7. C -0.2276
8. H 0.1472

=====

# 3
# C33H25BClFO27S

A cluster of 6 separate species, C33H25BClFO27S in total at a distorted geometry (ωB97M-V/def2-TZVPD, the Open Molecules 2025 dataset).

Results
- SMILES = COB(O)[C@]1(F)OS(=O)(=O)O[C@]1(O)Cl.O=C1C=C(O)C(=O)C=C1O.O=C1C=C(O)C(=O)C=C1O.O=C1C=C(O)C(=O)C=C1O.O=C1C=C(O)C(=O)C=C1O.O=C1C=C(O)C(=O)C=C1O

Element x y z (Å)
O: 1.05980 3.49968 0.19230
H: 1.84450 -3.71168 -3.54686
C: 8.00174 0.72450 3.59189
O: -2.65627 6.74673 1.23202
C: -8.19490 -3.75718 -5.40682
H: 1.68231 -0.88481 8.11460
O: -3.69287 4.73671 1.80672
H: 2.21595 -0.16477 -3.67093
C: 3.06720 -0.83302 -3.70450
H: 7.26998 1.16433 1.57626
H: 0.14228 -0.47830 1.94577
B: -0.17988 4.29814 0.04207
H: 6.29345 -3.11716 -3.87667
C: 1.53580 3.47224 1.58385
C: 5.70528 0.45335 2.81466
C: 4.11221 -3.06260 -3.70245
O: -4.20039 2.14291 0.81166
H: 1.74964 4.54791 2.04258
O: -5.79452 -3.11174 -2.86269
H: 2.25374 1.41028 5.44297
H: -4.41120 -1.88263 -2.40543
O: 1.35602 0.99236 3.01618
C: -7.95844 -4.01377 -2.55194
H: 0.83006 2.82516 2.29456
C: 5.58117 -1.12240 -3.87737
H: -10.84469 -5.13562 -3.01839
C: -2.14350 -1.23355 -2.56101
C: 1.69120 0.49597 5.30399
H: -0.33164 4.10424 -1.93027
C: 0.36588 -1.01101 3.75244
Cl: -3.61239 4.93510 -0.78510
C: 2.92898 -2.15947 -3.65815
C: 1.16318 0.23003 3.95675
H: -4.03976 1.66428 -2.52949
O: 8.59144 0.11348 5.89798
C: -9.28830 -4.32276 -4.60109
C: 0.15497 -1.87162 4.75024
H: -0.42077 -2.77858 4.61515
O: 4.13500 -0.33260 4.38071
O: -1.69576 2.82566 -2.69351
C: -1.34252 4.51734 1.18392
O: 4.55994 0.99661 -3.83494
H: 0.03775 -1.28810 -2.73523
C: -0.81228 -0.61969 -2.68612
O: -1.71722 3.13829 1.59119
O: 9.16408 1.05651 3.38478
H: 6.04429 -0.50945 6.16768
F: -0.97106 5.19345 2.47884
O: -2.30077 -2.44773 -2.49754
C: 5.44342 -2.44875 -3.82755
C: -1.85556 1.61004 -2.66382
H: 2.59482 2.92190 1.58854
C: 0.70356 -1.61720 6.09120
O: -0.38616 4.91809 -1.31488
O: -0.14882 -1.24209 2.48997
C: 1.47725 -0.36304 6.30248
O: 0.53913 -2.39634 7.02398
C: -3.18850 0.99603 -2.56306
C: -0.67454 0.70665 -2.73593
C: 6.34614 -0.13806 5.19675
O: 6.82908 -0.53893 -3.99765
H: -7.80389 -4.07404 -1.48198
C: 5.30372 -0.03244 4.16388
O: 0.57338 1.29012 -2.85621
O: -10.33672 -4.71274 -5.10284
O: 3.95494 -4.27679 -3.63898
C: -6.85624 -3.47074 -3.36072
H: -8.35520 -3.68255 -6.47475
S: -3.42924 3.05264 1.79739
C: -7.05947 -3.35724 -4.83108
C: 7.60623 0.21279 4.93273
H: -5.31848 -2.61176 -4.93741
O: 1.96828 -0.11799 7.57174
O: -4.57656 -0.91487 -2.42466
O: -10.13673 -4.91957 -2.37311
O: 1.67915 -2.74392 -3.56609
H: 0.40853 2.25819 -2.86937
O: -3.72306 2.47117 3.20086
H: 9.41454 0.42739 5.46384
H: 3.90148 0.21792 2.27734
C: 4.40014 -0.21902 -3.80526
H: 6.66424 0.42913 -4.01081
H: -3.39417 6.85093 1.92717
C: -9.09531 -4.41056 -3.12709
O: -6.02889 -2.82227 -5.58201
C: 6.96476 0.80743 2.55186
O: 4.72567 0.52610 1.84142
C: -3.32673 -0.33042 -2.51671
C: -2.73293 5.30982 0.80555

Löwdin atomic charge list, values in e, 8 entries:
1. O -0.0351
2. H 0.1213
3. C -0.3046
4. O -0.0137
5. C 0.0803
6. H 0.1169
7. O -0.2476
8. H 0.1113

=====

# 4
# C12H20MoN3O

A structure of composition C12H20MoN3O at a distorted geometry (ωB97M-V/def2-TZVPD, the Open Molecules 2025 dataset).

Results
- net charge = +1
- spin multiplicity = 3

Element x y z (Å)
H: -1.45415 -3.93482 1.59060
H: 3.13621 -1.15610 -3.26530
Mo: 3.07489 -0.41972 -1.79412
C: -0.63404 -3.35449 2.04116
C: 4.81806 -1.16098 -2.52893
H: -2.71555 -1.20744 2.88452
H: 2.24004 2.05520 -2.15082
N: -0.87871 -0.03952 0.64496
H: -3.07810 -2.25971 1.50579
C: -1.68876 1.71460 -0.84315
H: 4.91894 -0.79323 -1.43281
H: -0.87179 -3.19734 3.10536
H: 5.55853 -0.61480 -3.14998
H: -3.74760 3.26687 2.08332
H: 3.82408 2.18974 -1.78165
H: -3.37117 -0.51812 1.37670
H: -3.80053 4.31598 -0.19231
H: 0.27767 -3.96095 1.98716
C: -0.39702 -2.07375 1.33733
N: -1.34171 -1.12371 1.28508
C: 0.41658 -0.30156 0.16528
C: 0.71676 -1.61743 0.67788
C: -3.16672 2.84144 1.25620
O: 1.05561 0.47537 -0.55466
C: -3.19481 3.42234 -0.01345
H: 2.69845 1.89383 -0.60051
H: -2.46239 3.31649 -2.05608
C: -2.70108 -1.27037 1.78894
H: 1.65091 -2.13259 0.45859
H: -2.34299 1.25494 2.48293
H: -1.11990 1.24855 -1.65358
C: -1.65713 1.13991 0.42577
N: 2.96844 1.69065 -1.55817
C: -2.45229 2.86229 -1.06746
C: -2.38401 1.70451 1.49190
H: 3.00414 -2.03178 -1.40041
H: 5.10113 -2.22430 -2.54611

Löwdin atomic charge list, values in e, 8 entries:
1. H 0.0962
2. H 0.0177
3. Mo 1.0527
4. C -0.0046
5. C -0.2926
6. H 0.1076
7. H 0.0694
8. N 0.0568

=====

Number 1: energy -169872.873 eV. Number 2: energy -7827.400 eV. Number 3: energy -116653.928 eV. Number 4: energy -21131.578 eV.